A cluster of 11 separate species, C49H125N7O17 in total, computed with ωB97M-V with the def2-TZVPD basis set.

Each line ends with the Löwdin charge.
Geometry (Å):
1 C -6.763632 -1.620625 -3.387939  -0.041
2 C -7.136975 -1.605529 -1.930611  -0.546
3 C -5.930081 -1.991865 -1.078403  -0.035
4 C -7.477260 -0.129823 -1.604015  -0.145
5 C -8.195719 0.020667 -0.295503  -0.178
6 C -9.446629 -0.887974 -0.259754  -0.132
7 C -9.155282 -2.343207 -0.532153  -0.570
8 C -8.593293 -3.016268 0.700655  -0.028
9 C -10.484010 -2.986508 -0.849546  -0.046
10 N -8.296841 -2.409714 -1.688864  -0.078
11 O -8.101907 -3.760471 -2.209974  -0.013
12 H -7.599940 -1.493574 -4.072031  0.090
13 H -6.068761 -0.796124 -3.568657  0.090
14 H -6.225516 -2.539684 -3.649046  0.081
15 H -5.032399 -1.550415 -1.536863  0.075
16 H -5.993498 -1.634636 -0.055653  0.065
17 H -5.759984 -3.071387 -1.075339  0.091
18 H -6.564295 0.466396 -1.609381  0.121
19 H -8.099376 0.215273 -2.436775  0.124
20 H -7.519976 -0.146263 0.547774  0.106
21 H -8.532887 1.061989 -0.225584  0.113
22 H -10.139910 -0.479639 -1.002913  0.124
23 H -9.879794 -0.740100 0.736810  0.125
24 H -8.377427 -4.076131 0.502503  0.090
25 H -9.291675 -3.009206 1.540757  0.088
26 H -7.634422 -2.602020 1.010914  0.069
27 H -10.400243 -4.073113 -0.928296  0.084
28 H -10.919754 -2.590296 -1.770561  0.092
29 H -11.186354 -2.759731 -0.044349  0.091
30 H -8.867153 -3.883261 -2.791780  0.099
31 C -4.533614 -6.302436 -4.787963  -0.131
32 O -3.195738 -6.021045 -5.024441  -0.196
33 C -2.977495 -5.337948 -6.251067  -0.226
34 C -1.636060 -5.771588 -6.834987  -0.181
35 N -0.527999 -5.862064 -5.825063  -0.048
36 C 0.423779 -4.763950 -5.849080  -0.216
37 C -0.156926 -3.379444 -5.596691  -0.218
38 O 0.964236 -2.504574 -5.393452  -0.202
39 C 0.625256 -1.139155 -5.330456  -0.109
40 H -4.645508 -6.904522 -3.888005  0.087
41 H -4.945918 -6.914713 -5.617149  0.093
42 H -5.198014 -5.434871 -4.699188  0.086
43 H -3.073754 -4.243699 -6.173759  0.121
44 H -3.752001 -5.679877 -6.965739  0.118
45 H -1.361530 -5.144300 -7.679900  0.114
46 H -1.757885 -6.813299 -7.155132  0.110
47 H -0.982223 -5.803145 -4.910828  0.089
48 H 0.934807 -4.754117 -6.813766  0.122
49 H 1.134723 -4.969124 -5.047584  0.107
50 H -0.777884 -3.342867 -4.675889  0.122
51 H -0.777523 -3.048716 -6.451800  0.120
52 H 0.209109 -0.761360 -6.275416  0.094
53 H 1.533445 -0.566416 -5.160034  0.055
54 H -0.062991 -0.985602 -4.484000  0.089
55 C -0.708222 3.813061 3.742379  -0.091
56 O -0.672675 2.470607 4.186949  -0.206
57 C 0.638804 1.990846 4.474451  -0.206
58 C 0.516082 0.500490 4.843929  -0.202
59 N -0.422711 0.277244 5.917779  -0.057
60 C 0.120553 0.645540 7.199489  -0.223
61 C -0.986718 0.741074 8.184750  -0.275
62 O -0.523656 1.341582 9.328781  -0.169
63 C -1.541759 1.459662 10.270966  -0.125
64 H -1.764968 4.092336 3.721340  0.090
65 H -0.332745 3.893376 2.720140  0.089
66 H -0.225043 4.476269 4.465216  0.090
67 H 1.056193 2.511277 5.361396  0.116
68 H 1.392552 2.084278 3.676857  0.106
69 H 1.512024 0.175289 5.151110  0.115
70 H 0.166162 0.002962 3.939194  0.091
71 H -1.205028 0.907401 5.729933  0.099
72 H 0.649587 1.619775 7.127065  0.116
73 H 0.892146 -0.058129 7.517086  0.132
74 H -1.295550 -0.292386 8.430439  0.137
75 H -1.868228 1.250954 7.768755  0.130
76 H -2.405787 2.026308 9.870403  0.093
77 H -1.159119 2.034038 11.107189  0.087
78 H -1.918627 0.475354 10.583412  0.092
79 C 2.550283 4.499291 -0.974403  -0.116
80 O 2.550413 3.880688 -2.239074  -0.174
81 C 2.961988 2.521557 -2.131114  -0.230
82 C 2.747145 1.850196 -3.444421  -0.250
83 N 3.617894 2.333472 -4.475502  -0.040
84 C 2.941803 2.175534 -5.762483  -0.215
85 C 3.928707 2.394559 -6.843872  -0.228
86 O 4.510027 3.675739 -6.641261  -0.179
87 C 5.374714 4.019718 -7.602678  -0.174
88 H 1.774860 4.068187 -0.304401  0.091
89 H 2.319590 5.554030 -1.079895  0.087
90 H 3.486453 4.305191 -0.426483  0.081
91 H 2.351087 2.017007 -1.378844  0.088
92 H 4.027887 2.438634 -1.846771  0.140
93 H 1.700424 2.112476 -3.714358  0.128
94 H 2.735808 0.758055 -3.398703  0.114
95 H 3.741577 3.329605 -4.302831  0.113
96 H 2.112469 2.889537 -5.879669  0.135
97 H 2.601462 1.146800 -5.808465  0.099
98 H 3.510000 2.335325 -7.865330  0.126
99 H 4.716669 1.620991 -6.768948  0.133
100 H 5.404646 5.100951 -7.593571  0.090
101 H 5.050192 3.664087 -8.598367  0.089
102 H 6.376519 3.584830 -7.470808  0.093
103 C -2.333053 -2.836697 -0.437010  -0.050
104 O -1.281778 -1.968724 -0.870290  -0.234
105 C -0.092854 -2.611385 -1.286523  -0.203
106 C 0.974730 -1.545549 -1.189569  -0.190
107 N 1.113401 -1.166755 0.220804  -0.049
108 C 1.821947 0.083650 0.286995  -0.206
109 C 2.613976 0.296325 1.587703  -0.205
110 O 2.933575 1.666413 1.749219  -0.206
111 C 3.998206 1.847811 2.674937  -0.095
112 H -2.424966 -3.686421 -1.120630  0.098
113 H -3.245167 -2.258695 -0.369607  0.063
114 H -2.081739 -3.197246 0.575037  0.087
115 H -0.140277 -3.055229 -2.279176  0.123
116 H 0.210151 -3.338057 -0.506839  0.116
117 H 0.655806 -0.702493 -1.829080  0.126
118 H 1.930471 -1.963504 -1.505768  0.116
119 H 0.167931 -1.112082 0.605065  0.103
120 H 1.096270 0.918557 0.228879  0.129
121 H 2.545956 0.219815 -0.513464  0.106
122 H 3.466966 -0.393330 1.530913  0.129
123 H 1.927020 0.028681 2.412339  0.112
124 H 3.703746 1.863243 3.726803  0.064
125 H 4.519083 2.766517 2.394424  0.084
126 H 4.723887 1.044838 2.487545  0.089
127 C 3.886546 6.528527 1.708223  -0.138
128 O 3.006276 7.474302 1.257039  -0.188
129 C 1.838856 7.520940 2.006824  -0.246
130 C 1.547349 8.974808 2.325419  -0.178
131 N 2.683091 9.604057 3.057310  -0.043
132 C 2.647168 9.249908 4.479245  -0.246
133 C 3.905537 9.675849 5.144935  -0.225
134 O 4.990344 8.886042 4.600658  -0.203
135 C 6.221792 9.164618 5.198800  -0.128
136 H 3.421495 5.534079 1.834946  0.085
137 H 4.292324 6.787076 2.694351  0.089
138 H 4.633717 6.435365 0.930528  0.095
139 H 1.985143 6.942808 2.933637  0.110
140 H 1.007269 7.043340 1.471983  0.126
141 H 0.674796 9.112966 2.955491  0.113
142 H 1.513152 9.510140 1.374141  0.117
143 H 3.494418 9.111535 2.660065  0.093
144 H 2.551037 8.160415 4.655340  0.117
145 H 1.777679 9.728194 4.940673  0.123
146 H 3.800840 9.498541 6.238329  0.128
147 H 4.053978 10.764778 5.019748  0.130
148 H 6.266522 8.821696 6.240236  0.087
149 H 6.425390 10.242152 5.156824  0.089
150 H 6.990119 8.641908 4.632128  0.086
151 C 7.352651 -3.567647 0.202329  -0.114
152 O 6.078737 -3.737588 -0.381472  -0.199
153 C 6.160076 -4.323957 -1.667396  -0.243
154 C 4.776868 -4.386395 -2.267955  -0.195
155 N 3.827301 -5.149742 -1.398457  -0.040
156 C 2.461334 -4.977722 -1.837767  -0.226
157 C 1.597243 -6.090749 -1.285146  -0.217
158 O 0.304441 -6.030855 -1.863115  -0.199
159 C -0.620026 -6.892399 -1.277613  -0.128
160 H 7.231376 -2.994300 1.127196  0.086
161 H 8.019149 -3.003965 -0.455341  0.085
162 H 7.759899 -4.541508 0.506745  0.090
163 H 6.649799 -5.307847 -1.619500  0.126
164 H 6.802927 -3.687107 -2.303724  0.122
165 H 4.825025 -4.835248 -3.269341  0.121
166 H 4.379885 -3.357800 -2.430194  0.121
167 H 3.928793 -4.715952 -0.475866  0.092
168 H 2.330118 -4.778734 -2.904659  0.118
169 H 2.068091 -4.041455 -1.400700  0.081
170 H 1.583959 -6.006480 -0.177757  0.109
171 H 2.109159 -7.061731 -1.449969  0.129
172 H -0.377314 -7.947749 -1.456125  0.091
173 H -1.602947 -6.721212 -1.732361  0.082
174 H -0.760047 -6.669572 -0.204843  0.088
175 C -2.421903 -0.723608 2.514086  -0.149
176 O -1.489080 0.129751 1.910200  -0.127
177 H -2.111075 -1.759308 2.358705  0.070
178 H -2.434043 -0.538901 3.590946  0.081
179 H -3.433492 -0.597594 2.124480  0.074
180 H -1.184480 0.710257 2.616781  0.044
181 C 4.412700 1.838953 6.846278  -0.148
182 O 4.033228 0.717912 6.041227  -0.141
183 H 4.799437 2.657594 6.213833  0.076
184 H 3.528324 2.224229 7.346354  0.072
185 H 5.187787 1.600006 7.577334  0.078
186 H 4.846674 0.245866 5.831289  0.079
187 C 1.734765 -4.443797 2.128502  -0.169
188 O 2.476869 -3.578323 1.299650  -0.152
189 H 0.821114 -4.773475 1.626469  0.060
190 H 2.358037 -5.300814 2.353352  0.078
191 H 1.501487 -3.928876 3.067546  0.077
192 H 1.919024 -2.810521 1.032727  0.040
193 C -2.912205 1.136645 -0.970359  -0.139
194 O -2.524179 0.284661 -2.081064  -0.150
195 H -3.474456 0.552912 -0.219703  0.063
196 H -2.060882 1.645537 -0.507789  0.067
197 H -3.595296 1.900554 -1.347281  0.070
198 H -2.076166 -0.509263 -1.730904  0.028

Cartesian forces, eV/Å:
0.912 -0.437 -0.693
0.474 0.961 0.859
0.914 -0.265 -0.510
-0.177 -0.549 -0.438
-0.666 0.259 -0.021
0.835 1.643 0.417
-0.044 -0.194 0.358
0.688 -0.981 0.492
-0.628 -0.456 -0.148
-1.010 -0.717 -1.832
-0.219 0.807 0.831
-0.243 -0.054 0.178
0.014 -0.037 -0.016
-0.211 0.080 -0.046
-0.140 0.037 0.197
-0.081 0.003 0.152
-0.172 -0.024 0.049
0.135 -0.113 -0.115
-0.115 0.189 0.176
-0.110 -0.161 0.017
0.037 -0.110 0.236
-0.046 -0.219 0.032
-0.266 -0.399 -0.219
-0.136 0.190 -0.152
0.020 0.223 -0.047
-0.131 0.261 0.127
-0.033 0.057 -0.012
0.140 0.001 -0.022
0.009 -0.104 0.015
0.297 0.142 0.100
-1.209 -0.747 -0.456
0.628 0.591 -0.034
-0.320 -0.325 -0.743
0.568 -0.985 1.205
-1.002 0.870 -0.101
-0.206 0.013 0.115
0.392 0.663 0.352
-0.194 -0.337 -0.524
-0.171 -0.123 0.211
0.292 0.114 0.126
0.113 0.177 0.218
0.306 0.256 0.060
0.042 -0.172 0.402
0.173 0.282 0.130
0.067 0.009 -0.085
-0.133 0.271 -0.386
0.152 -0.487 -0.158
0.181 -0.016 0.093
0.246 0.083 -0.171
0.040 -0.220 -0.376
0.192 0.056 0.255
-0.263 -0.180 0.169
0.108 -0.162 0.196
-0.048 0.313 -0.305
-0.802 -0.173 0.128
0.625 -0.332 -0.311
0.519 -0.420 0.977
0.051 0.993 -0.427
-0.561 -0.151 -0.308
0.900 0.917 -0.531
-0.367 -1.441 -0.116
0.386 0.811 0.704
-0.700 0.371 0.235
0.074 -0.013 -0.042
0.371 0.204 0.129
0.326 0.021 -0.245
-0.257 0.164 -0.409
-0.598 0.279 -0.266
-0.035 -0.330 -0.262
0.251 -0.473 0.063
0.032 -0.318 0.080
-0.252 -0.132 0.349
-0.157 -0.226 0.012
-0.266 0.150 -0.152
0.092 0.181 -0.022
0.239 -0.178 -0.019
0.085 -0.176 0.240
0.134 0.098 0.132
-0.389 -0.604 0.787
0.322 -0.205 0.100
0.247 -0.190 0.356
-1.671 0.231 -0.300
0.057 0.261 -0.184
0.338 0.274 0.367
1.118 -0.059 -0.537
-2.093 -1.124 1.567
1.441 0.373 -1.984
0.080 0.021 -0.391
0.311 0.127 -0.132
0.052 0.410 -0.310
0.092 0.136 0.083
-0.231 0.238 0.136
0.036 -0.160 0.158
0.415 -0.040 0.284
0.197 -0.154 -0.207
-0.162 -0.288 0.097
-0.358 -0.078 -0.177
-0.107 0.070 0.309
-0.125 0.194 -0.047
0.461 0.299 -0.285
-0.058 0.308 0.057
0.078 0.158 0.185
1.025 -0.164 0.313
-0.886 -0.037 -0.276
0.750 0.186 1.219
-0.379 -0.253 -0.035
0.169 -0.740 -0.542
-0.174 1.820 1.132
-1.608 -0.542 0.019
0.459 -0.210 -0.110
0.594 -0.130 -0.949
-0.220 0.081 0.059
-0.138 0.074 -0.186
-0.130 -0.150 -0.295
-0.241 -0.188 -0.028
-0.419 -0.333 -0.556
0.338 -0.035 0.109
0.004 0.221 -0.360
0.335 0.522 0.069
0.285 -0.050 -0.203
-0.198 -0.417 -0.316
0.159 0.369 0.468
0.497 -0.389 -0.023
-0.175 -0.102 -0.061
-0.251 0.148 0.228
0.018 0.052 0.438
0.684 -1.416 0.307
-0.481 0.793 -0.864
-0.986 -0.136 0.901
1.156 0.616 0.177
-0.110 -1.163 -0.131
-0.294 -0.439 -0.578
0.690 -0.044 0.820
-1.209 0.530 0.210
0.288 0.267 0.037
-0.052 0.136 -0.172
0.328 0.125 -0.136
0.527 -0.053 0.194
-0.135 0.153 -0.056
0.016 0.083 -0.078
-0.463 -0.035 -0.368
-0.610 0.013 0.066
-0.029 0.691 0.215
-0.106 0.185 -0.056
0.136 0.080 0.040
0.274 -0.051 -0.410
0.309 -0.388 -0.221
-0.079 0.083 0.002
0.124 -0.069 0.116
0.007 -0.011 -0.016
-0.434 -0.065 0.598
0.060 0.082 -0.037
0.306 0.363 -0.180
-1.018 -0.078 0.264
1.477 0.538 -0.645
-0.854 1.238 0.854
0.477 -0.713 0.099
0.472 0.414 -0.032
-0.812 -0.107 0.205
-0.143 0.000 -0.200
0.167 -0.209 -0.081
0.269 0.114 -0.343
-0.265 -0.036 0.096
-0.163 -0.148 0.019
0.014 -0.127 0.271
0.367 -0.249 0.149
-0.208 -0.295 -0.196
0.337 -0.771 -0.161
0.034 -0.194 -0.075
-0.350 0.172 -0.369
-0.406 0.211 -0.332
0.153 0.060 0.289
0.247 0.092 -0.159
0.299 -0.305 -0.112
-0.112 -0.621 0.605
0.436 0.542 -0.175
-0.129 -0.051 0.023
-0.221 -0.188 0.036
0.000 0.130 -0.144
0.094 0.341 -0.305
0.138 0.432 -0.608
0.281 0.179 0.381
-0.063 -0.219 0.128
-0.070 -0.192 0.118
-0.167 -0.144 0.074
-0.200 -0.056 -0.099
0.029 0.620 0.062
0.029 0.311 -0.507
-0.141 -0.124 0.185
0.047 -0.218 0.007
-0.246 -0.246 0.047
0.321 -0.165 0.140
-0.125 -0.796 -0.558
-0.237 0.513 0.705
0.351 0.224 -0.074
-0.019 -0.252 0.018
0.104 -0.102 -0.198
-0.068 0.412 0.069

Calculated values
Gap between HOMO and LUMO: 8.57 eV
ΔE to the lowest compared entry with this formula, charge and spin: 10.0 kcal/mol
HOMO energy: -8.21 eV